(1)
Entry from the OMol25 dataset: a 13-piece molecular cluster, C6H40N2O12 overall in a non-equilibrium geometry (the ωB97M-V functional and the def2-TZVPD basis).

Cartesian coordinates (Å):
C1 -1.17 -0.17 -1.15
N1 0.23 -0.41 -1.62
C2 0.41 -1.86 -1.97
C3 -0.45 -2.15 -3.30
C4 -1.52 1.33 -0.70
N2 -0.78 1.71 0.57
C5 -0.14 3.04 0.60
C6 0.60 3.42 1.84
H1 -2.07 -0.69 -1.53
H2 -1.03 -0.71 -0.21
H3 1.00 0.04 -0.90
H4 1.48 -2.13 -2.13
H5 0.26 -2.59 -1.14
H6 -1.45 -1.72 -3.49
H7 -0.58 -3.21 -3.56
H8 0.15 -1.83 -4.16
H9 -1.54 2.27 -1.43
H10 -2.57 1.42 -0.34
H11 0.01 1.08 0.54
H12 0.42 3.13 -0.44
H13 -0.89 3.81 0.38
H14 -0.16 4.05 2.44
H15 1.55 4.02 1.79
H16 0.91 2.54 2.40
H17 -3.78 -1.64 -0.76
H18 -4.41 -3.03 -0.51
O1 -4.39 -2.17 -0.05
H19 2.43 -4.60 -1.27
H20 2.21 -3.33 -0.35
O2 2.85 -3.84 -0.94
H21 1.68 0.62 -4.78
H22 0.43 1.34 -4.22
O3 1.37 1.38 -4.33
H23 2.32 0.19 1.33
H24 2.34 1.42 1.98
O4 1.98 0.99 1.15
H25 1.18 -1.20 3.44
H26 2.35 -1.91 3.62
O5 1.54 -1.93 3.15
H27 3.01 -2.17 -1.74
H28 4.30 -1.29 -1.78
O6 3.55 -1.64 -2.27
H29 -0.36 0.46 4.55
H30 0.12 0.95 3.14
O7 0.42 0.47 3.98
H31 -1.88 -2.11 2.46
H32 -1.49 -3.56 2.03
O8 -1.66 -2.64 1.70
H33 1.69 3.11 -2.78
H34 1.12 1.76 -2.33
O9 0.97 2.64 -2.31
H35 -2.50 3.54 1.13
H36 -3.82 2.95 1.69
O10 -3.38 3.62 1.36
H37 -2.16 1.64 2.57
H38 -2.92 0.40 2.70
O11 -2.38 0.89 3.17
H39 0.85 -1.53 0.97
H40 2.15 -2.22 1.29
O12 1.59 -1.98 0.55

Energy, hartree: -1264.765235
Gap between HOMO and LUMO, eV: 8.5
LUMO energy, eV: 0.0286

Results of the Löwdin charge analysis, in e, for atoms 1 through 4: number 1, C, carries -0.189; number 2, N, carries -0.080; number 3, C, carries -0.252; number 4, C, carries -0.077

(2)
Entry from the OMol25 dataset: C9H27FNa3O12P3 as an isolated structure in a non-equilibrium geometry (the ωB97M-V functional and the def2-TZVPD basis).

Cartesian coordinates (Å):
Na1 4.31 1.41 0.43
Na2 3.33 0.72 3.40
Na3 1.18 2.93 2.01
F1 2.17 1.00 1.17
C1 -0.06 3.08 -1.19
O1 -1.37 3.27 -0.71
P1 -1.98 2.35 0.45
O2 -1.25 2.51 1.74
O3 -3.48 2.82 0.35
C2 -4.08 3.88 1.10
O4 -1.91 0.93 -0.28
C3 -2.20 -0.24 0.47
H1 0.57 2.41 -0.59
H2 0.46 4.03 -1.32
H3 -0.12 2.51 -2.12
H4 -4.78 3.40 1.80
H5 -4.64 4.50 0.41
H6 -3.43 4.50 1.72
H7 -1.98 -0.19 1.54
H8 -1.55 -1.07 0.15
H9 -3.22 -0.60 0.39
C4 1.86 -3.46 5.36
O5 0.62 -3.04 4.74
P2 0.75 -2.07 3.47
O6 1.52 -0.84 3.65
O7 1.21 -3.08 2.36
C5 1.43 -2.62 1.03
O8 -0.80 -1.80 3.19
C6 -1.64 -2.87 2.74
H10 2.00 -4.53 5.34
H11 1.78 -3.13 6.40
H12 2.73 -2.98 4.90
H13 2.48 -2.64 0.74
H14 1.06 -1.61 0.88
H15 0.99 -3.30 0.30
H16 -2.08 -3.36 3.62
H17 -1.13 -3.71 2.28
H18 -2.54 -2.47 2.27
C7 -1.62 0.16 -3.84
O9 -0.25 0.43 -3.50
P3 0.95 -0.45 -4.02
O10 0.54 -1.37 -5.10
O11 2.05 0.66 -4.32
C8 2.17 1.24 -5.61
O12 1.58 -1.15 -2.69
C9 1.87 -0.32 -1.60
H19 -2.38 0.67 -3.24
H20 -1.84 -0.89 -3.62
H21 -1.70 0.39 -4.89
H22 1.96 0.51 -6.39
H23 3.20 1.51 -5.85
H24 1.56 2.14 -5.70
H25 2.07 0.73 -1.87
H26 2.67 -0.62 -0.93
H27 0.96 -0.25 -0.99

Energy, hartree: -2872.694801
Gap between HOMO and LUMO, eV: 6.6
LUMO energy, eV: -8.1652
Net charge: +2

Results of the Löwdin charge analysis, in e, for atoms 1 through 4: number 1, Na, carries 0.798; number 2, Na, carries 0.725; number 3, Na, carries 0.670; number 4, F, carries -0.538

(3)
Entry from the OMol25 dataset: a 2-piece molecular cluster, C7H9NO2 overall in a non-equilibrium geometry (the ωB97M-V functional and the def2-TZVPD basis).

Cartesian coordinates (Å):
C1 -3.07 0.71 -0.10
C2 -3.20 -0.53 0.50
C3 -2.22 -1.49 0.17
N1 -1.09 -1.25 -0.48
C4 -0.95 0.07 -0.91
C5 -1.91 1.00 -0.80
H1 -3.72 1.55 0.24
H2 -4.15 -0.69 1.15
H3 -2.30 -2.52 0.46
H4 0.06 0.24 -1.33
H5 -1.66 2.03 -1.18
C6 3.39 0.83 0.79
C7 3.15 -0.38 -0.15
O1 3.91 -0.73 -0.99
O2 1.95 -0.81 0.26
H6 4.44 1.11 0.76
H7 2.69 1.63 0.25
H8 3.16 0.61 1.78
H9 1.54 -1.38 -0.41

Energy, hartree: -477.347923
Gap between HOMO and LUMO, eV: 10.7
LUMO energy, eV: 0.6923
SMILES: c1ccncc1.CC(=O)O

Results of the Löwdin charge analysis, in e, for atoms 1 through 4: number 1, C, carries -0.097; number 2, C, carries -0.069; number 3, C, carries -0.166; number 4, N, carries 0.057

(4)
Entry from the OMol25 dataset: C25H31N4O2Ru as an isolated structure in a non-equilibrium geometry (the ωB97M-V functional and the def2-TZVPD basis).

Cartesian coordinates (Å):
Ru1 1.30 -0.94 -0.72
C1 -2.90 -2.96 4.47
C2 -1.70 -2.52 3.61
C3 -1.02 -1.39 4.05
C4 0.03 -0.78 3.34
C5 0.72 0.14 4.15
N1 1.31 1.28 3.76
C6 1.38 1.98 2.51
C7 0.41 3.23 2.55
C8 -1.06 2.97 2.19
N2 -1.28 2.19 0.92
C9 -1.48 2.91 -0.19
C10 -1.26 2.41 -1.49
C11 -1.55 3.22 -2.62
C12 -1.60 2.78 -3.93
C13 -2.15 3.69 -4.95
C14 -1.03 1.55 -4.18
C15 -0.45 0.79 -3.16
C16 0.30 -0.34 -3.56
N3 1.09 -1.05 -2.78
C17 1.80 -2.15 -3.44
C18 2.41 -3.14 -2.43
C19 1.38 -3.78 -1.51
N4 1.12 -2.88 -0.35
C20 0.24 -3.35 0.53
C21 -0.18 -2.57 1.68
C22 -1.23 -3.13 2.46
C23 0.43 -1.37 2.07
O1 1.34 -0.80 1.29
C24 -0.57 1.10 -1.76
O2 -0.31 0.32 -0.76
H1 -3.20 -3.98 4.28
H2 -3.71 -2.28 4.28
H3 -2.64 -2.81 5.52
H4 -1.39 -0.96 5.01
H5 0.67 -0.09 5.23
H6 1.85 1.68 4.55
H7 1.04 1.29 1.71
H8 2.44 2.32 2.36
H9 0.85 3.93 1.80
H10 0.47 3.71 3.50
H11 -1.52 3.97 2.05
H12 -1.64 2.49 2.95
H13 -0.80 1.25 0.80
H14 -1.85 3.94 -0.06
H15 -1.77 4.27 -2.38
H16 -2.57 4.63 -4.54
H17 -3.02 3.26 -5.50
H18 -1.38 3.95 -5.72
H19 -1.04 1.14 -5.20
H20 0.24 -0.67 -4.60
H21 2.60 -1.71 -4.08
H22 1.05 -2.68 -4.11
H23 3.22 -2.71 -1.82
H24 2.88 -3.90 -3.05
H25 1.81 -4.73 -1.17
H26 0.45 -3.95 -2.03
H27 -0.07 -4.41 0.44
H28 -1.71 -4.04 2.08
C25 3.10 -0.15 -0.96
H29 3.12 0.93 -0.72
H30 3.29 -0.35 -2.03
H31 3.77 -0.74 -0.32

Energy, hartree: -1434.931877
<S²>: 8.797
Gap between HOMO and LUMO (alpha / beta), eV: 4.0 / 5.5
LUMO energy (alpha / beta), eV: -6.7822 / -8.0939
Spin multiplicity: 6
Net charge: +2

Results of the Löwdin charge analysis, in e, for atoms 1 through 4: number 1, Ru, carries 1.554; number 2, C, carries -0.013; number 3, C, carries -0.233; number 4, C, carries 0.002

(5)
Entry from the OMol25 dataset: a 10-piece molecular cluster, H21O10 overall in a non-equilibrium geometry (the ωB97M-V functional and the def2-TZVPD basis).

Cartesian coordinates (Å):
O1 -0.03 0.06 0.12
H1 -0.65 0.28 -0.62
H2 0.48 -0.73 -0.24
H3 0.72 0.69 0.30
O2 -0.58 -2.94 -0.48
H4 -0.92 -2.66 -1.35
H5 0.36 -2.91 -0.64
O3 -2.49 0.39 -1.08
H6 -2.76 0.00 -1.91
H7 -2.83 1.27 -1.06
O4 0.73 -1.91 2.38
H8 0.62 -2.28 3.25
H9 -0.16 -1.52 2.32
O5 -0.10 0.04 -2.70
H10 -0.47 -0.80 -2.97
H11 0.80 0.04 -3.01
O6 -1.75 -1.09 1.87
H12 -2.16 -1.02 1.02
H13 -2.03 -0.35 2.37
O7 0.14 2.91 1.91
H14 -0.50 3.57 1.52
H15 0.80 2.90 1.16
O8 1.81 -1.65 -0.68
H16 2.39 -2.13 -0.12
H17 1.81 -2.10 -1.53
O9 2.13 1.16 1.06
H18 2.89 0.54 1.18
H19 1.94 1.27 2.02
O10 -0.07 2.79 -1.04
H20 0.52 3.52 -1.34
H21 -0.63 2.65 -1.74

Energy, hartree: -764.732369
Gap between HOMO and LUMO, eV: 10.2
LUMO energy, eV: -3.4166
Net charge: +1

Results of the Löwdin charge analysis, in e, for atoms 1 through 4: number 1, O, carries 0.146; number 2, H, carries 0.075; number 3, H, carries 0.082; number 4, H, carries 0.076

Question: The lowest energy belongs to which entry?
Answer: C9H27FNa3O12P3

Question: The highest energy belongs to which entry?
Answer: C7H9NO2

Question: Look up the energy of the second one.
Answer: -2872.694801 hartree

Question: Among the records above, which one has the highest energy?
Answer: C7H9NO2